97
Properties=species:S:1:pos:R:3:forces:R:3:lowdin_charge:R:1 method="wB97M-V/def2-TZVPD" total_energy_ev=-122172.4774 largest_force_ev_per_a=0.3 charge=+1 homo_ev=-10.133 spin_multiplicity=1 lumo_ha=-0.0874
Sc 0.260 -0.554 0.043 -0.27 0.02 0.20 0.7170
C -0.257 -3.702 0.144 0.03 -0.01 -0.05 -0.0059
C 0.834 -3.059 0.952 -0.01 -0.05 -0.02 -0.3079
N 0.482 -2.337 1.962 0.09 -0.03 -0.15 0.0201
N 1.466 -1.990 2.876 -0.02 -0.07 0.05 -0.0463
C 2.156 -0.924 2.760 -0.14 0.21 0.02 -1.0688
S 2.088 0.330 1.533 0.10 0.02 -0.04 0.6050
S 3.305 -0.534 4.031 0.03 -0.03 -0.05 0.9132
C 3.053 -1.927 5.156 0.05 0.04 0.06 -0.4274
C 3.554 -3.264 4.679 0.00 -0.02 -0.01 -0.3010
C 4.866 -3.431 4.249 -0.01 0.01 0.03 -0.0509
C 5.332 -4.684 3.883 0.00 0.00 -0.04 -0.0893
C 4.488 -5.785 3.930 0.01 -0.02 0.01 -0.0986
C 3.173 -5.624 4.345 0.01 0.02 0.04 -0.0947
C 2.711 -4.369 4.716 0.01 -0.03 -0.02 -0.0623
C 2.230 -3.196 0.460 -0.03 0.06 -0.03 -0.1321
C 3.209 -4.033 0.972 -0.01 -0.05 0.03 -0.0061
C 4.464 -4.051 0.383 -0.02 0.03 0.01 -0.0732
C 4.733 -3.222 -0.700 0.00 -0.02 0.01 -0.0665
C 3.764 -2.369 -1.203 -0.01 0.02 -0.05 -0.0011
C 2.503 -2.347 -0.622 0.03 -0.07 -0.02 -0.3355
O 1.521 -1.522 -1.055 0.01 0.04 0.06 -0.2435
H -1.236 -3.522 0.583 -0.01 0.00 -0.01 0.0759
H -0.063 -4.777 0.118 -0.02 -0.01 0.05 0.1069
H -0.239 -3.366 -0.896 0.01 0.00 0.00 0.0874
H 1.993 -1.978 5.401 0.01 -0.02 0.01 0.0733
H 3.590 -1.615 6.055 0.00 -0.03 0.00 0.0848
H 5.525 -2.571 4.199 0.00 -0.01 0.00 0.1093
H 6.359 -4.802 3.560 0.00 0.00 0.00 0.1069
H 4.854 -6.764 3.648 0.00 0.00 0.00 0.1048
H 2.508 -6.477 4.384 0.00 -0.01 0.00 0.1044
H 1.683 -4.242 5.033 0.01 0.00 0.00 0.1108
H 2.997 -4.658 1.832 0.00 0.04 -0.04 0.1033
H 5.231 -4.703 0.777 0.01 0.00 0.00 0.1001
H 5.716 -3.235 -1.153 0.00 0.00 0.00 0.1070
H 3.970 -1.708 -2.035 0.01 -0.01 0.00 0.1166
N -0.927 0.094 2.299 0.11 0.19 0.04 0.0209
N -2.279 -0.280 2.327 0.02 0.00 -0.03 0.0373
C -2.774 -0.773 1.175 -0.08 -0.07 -0.04 -0.4432
N -4.037 -1.198 1.130 -0.05 0.01 0.02 0.2291
N -1.950 -0.737 0.145 -0.04 0.05 0.07 -0.0014
N -2.495 -1.052 -1.122 0.04 -0.11 -0.08 -0.2887
O -3.018 -2.153 -1.249 0.02 0.06 -0.03 0.0431
O -1.080 -0.812 -1.942 -0.01 -0.17 -0.03 -0.1209
H -0.395 -0.478 2.949 0.05 -0.03 -0.06 0.0730
H -0.822 1.075 2.546 -0.03 0.03 0.01 0.0962
H -2.700 -0.541 3.205 -0.03 0.01 0.03 0.1618
H -4.642 -1.115 1.928 0.03 0.00 0.02 0.1285
H -4.318 -1.777 0.353 -0.01 -0.01 -0.03 0.1096
N -1.595 2.461 -1.258 -0.10 0.03 -0.08 -0.3841
P -3.118 1.715 -0.970 0.02 -0.07 -0.03 1.0495
C -4.107 2.757 -2.087 -0.03 0.00 0.05 -0.3935
C -5.289 3.296 -1.586 0.03 0.01 -0.01 -0.1030
C -6.095 4.088 -2.394 0.00 0.00 -0.01 -0.0683
C -5.720 4.344 -3.703 -0.01 0.00 0.02 -0.0638
C -4.541 3.810 -4.210 0.03 -0.01 -0.02 -0.0618
C -3.738 3.018 -3.408 -0.01 0.01 0.00 -0.0894
C -3.029 0.160 -2.044 0.08 0.06 0.03 -0.3565
C -1.788 -0.024 -2.918 -0.05 0.08 0.04 -0.2848
C -2.013 -0.759 -4.199 -0.01 -0.02 0.01 -0.0004
C -3.238 -1.053 -4.625 -0.02 0.01 0.00 -0.0474
C -4.429 -0.716 -3.839 0.02 0.00 0.00 -0.0383
C -4.349 -0.172 -2.625 0.03 -0.02 -0.01 -0.0872
P -0.087 2.123 -0.570 0.13 -0.01 0.06 0.9336
C 1.060 2.681 -1.851 -0.01 0.01 0.02 -0.3574
C 1.181 4.035 -2.167 0.00 0.01 0.01 -0.0851
C 2.018 4.434 -3.195 0.01 -0.01 -0.01 -0.0638
C 2.744 3.485 -3.906 -0.01 0.01 0.00 -0.0619
C 2.636 2.140 -3.589 0.00 -0.02 0.01 -0.0594
C 1.794 1.734 -2.562 0.01 0.01 -0.03 -0.0816
C 0.109 3.322 0.777 0.04 -0.04 0.02 -0.3833
C -1.006 3.799 1.463 0.01 0.01 0.01 -0.1077
C -0.842 4.628 2.566 -0.02 -0.01 -0.01 -0.0764
C 0.432 4.980 2.986 0.01 0.00 0.00 -0.0679
C 1.546 4.505 2.305 0.00 0.00 0.01 -0.0571
C 1.388 3.674 1.208 -0.03 0.00 0.00 -0.1195
H -1.643 3.291 -1.836 0.04 0.01 -0.03 0.0668
H -5.577 3.097 -0.561 0.00 0.00 0.00 0.0965
H -7.011 4.507 -1.998 0.00 0.00 0.00 0.1099
H -6.346 4.962 -4.334 0.00 0.00 0.00 0.1114
H -4.252 4.007 -5.234 0.00 0.00 0.00 0.1115
H -2.827 2.595 -3.819 -0.01 0.00 0.00 0.1083
H -1.239 0.905 -3.098 0.02 -0.01 0.00 0.1236
H -1.131 -1.022 -4.770 -0.01 0.00 0.00 0.1234
H -3.380 -1.563 -5.569 0.00 0.00 0.00 0.1113
H -5.401 -0.929 -4.267 0.00 0.00 0.00 0.1157
H -5.241 0.056 -2.053 0.00 0.00 -0.01 0.1156
H 0.635 4.779 -1.597 0.00 -0.01 0.00 0.1134
H 2.113 5.485 -3.438 0.00 0.00 0.00 0.1110
H 3.404 3.800 -4.704 0.00 0.00 0.00 0.1115
H 3.211 1.404 -4.135 0.00 0.01 0.00 0.1123
H 1.727 0.679 -2.315 0.00 0.00 0.01 0.0836
H -2.003 3.536 1.129 -0.01 0.00 0.01 0.0779
H -1.711 5.005 3.090 0.00 0.00 0.00 0.1071
H 0.559 5.628 3.843 0.00 0.00 0.00 0.1098
H 2.540 4.777 2.633 -0.01 0.00 0.00 0.1139
H 2.261 3.298 0.688 0.00 0.01 0.01 0.1012